ORCA calculation (the ωB97M-V functional and the def2-TZVPD basis) on 2 unconnected molecules or ions with the total composition C3H5IO.

Energy above the lowest of the compared OMol25 structures with the same formula, charge and spin in kJ/mol: 363.1
Spin multiplicity: 1

Last column: natural (NBO) charge in e.
Geometry (Å):
C 0.396 -1.688 0.570  -0.44
C 0.840 -0.497 0.520  -0.33
C -1.173 1.316 -0.059  0.09
O -0.963 1.675 -1.301  -0.64
I 2.251 0.099 -0.892  0.05
H 0.795 -2.662 0.236  0.22
H -0.257 -1.776 1.398  0.21
H 0.400 0.405 0.944  0.26
H -2.316 1.260 0.022  0.08
H 0.026 1.868 -1.437  0.50



ORCA calculation (the ωB97M-V functional and the def2-TZVPD basis) on a single C6H13N molecule.

SMILES string: C/C=C(\C)CCN
Energy above the lowest of the compared OMol25 structures with the same formula, charge and spin in kJ/mol: 194.9
Spin multiplicity: 1

Last column: natural (NBO) charge in e.
Geometry (Å):
C -2.053 -0.980 -1.877  -0.65
C -0.639 -1.003 -1.354  -0.20
C -0.216 -0.612 -0.124  0.02
C -1.131 -0.782 1.061  -0.67
C 1.036 0.305 -0.104  -0.43
C 1.324 1.018 1.249  -0.21
N 2.422 1.979 1.013  -0.88
H -2.792 -0.840 -1.092  0.21
H -2.180 -1.958 -2.393  0.21
H -2.164 -0.151 -2.596  0.22
H 0.034 -1.498 -2.073  0.19
H -0.758 -0.652 2.090  0.23
H -1.600 -1.759 1.024  0.22
H -1.869 0.055 0.991  0.22
H 0.804 1.124 -0.812  0.21
H 1.902 -0.250 -0.504  0.21
H 1.573 0.324 2.027  0.18
H 0.388 1.534 1.471  0.18
H 2.920 2.253 1.841  0.37
H 2.999 1.891 0.161  0.37



ORCA calculation (the ωB97M-V functional and the def2-TZVPD basis) on a single C6H9N molecule.

SMILES string: C[C@@]12C=NC[C@@H]1C2
Energy above the lowest of the compared OMol25 structures with the same formula, charge and spin in kJ/mol: 147.7
Spin multiplicity: 1

Last column: natural (NBO) charge in e.
Geometry (Å):
C 1.584 -0.628 1.007  -0.60
C 0.415 -0.267 0.123  -0.13
C -0.688 -1.266 -0.012  0.11
N -1.811 -0.851 -0.439  -0.39
C -1.782 0.608 -0.330  -0.26
C -0.345 1.042 -0.042  -0.24
C 0.616 0.615 -1.096  -0.40
H 1.259 -0.895 2.018  0.21
H 2.324 0.175 1.079  0.22
H 2.094 -1.503 0.581  0.22
H -0.627 -2.269 0.400  0.19
H -2.424 0.781 0.540  0.21
H -2.239 1.084 -1.201  0.21
H -0.146 1.913 0.578  0.23
H 1.564 1.148 -1.150  0.22
H 0.204 0.315 -2.057  0.22



ORCA calculation (the ωB97M-V functional and the def2-TZVPD basis) on 3 unconnected molecules or ions with the total composition C18H44N2O6PS.

Energy above the lowest of the compared OMol25 structures with the same formula, charge and spin in kJ/mol: 239.0
Spin multiplicity: 1
Net charge: +1

Last column: Löwdin charge in e.
Geometry (Å):
C 4.817 0.583 1.210  -0.01
C 3.596 0.284 0.108  -0.29
O 3.304 -0.992 -0.157  -0.01
O 2.985 1.474 -0.503  -0.11
C 1.570 1.266 -0.848  -0.37
S 0.387 1.282 0.605  0.79
C -0.187 3.048 1.022  -0.30
P -1.435 0.337 -0.131  0.73
C -1.427 -1.439 0.621  -0.33
C -2.925 1.250 0.720  -0.33
H 5.745 -0.108 1.017  0.11
H 4.450 0.397 2.312  0.10
H 5.152 1.711 1.053  0.10
H 1.384 0.254 -1.430  0.14
H 1.279 2.133 -1.604  0.14
H 0.668 3.841 0.925  0.09
H -1.101 3.393 0.339  0.07
H -0.637 2.995 2.122  0.09
H -0.593 -1.514 1.439  0.04
H -2.500 -1.628 1.101  0.08
H -1.225 -2.195 -0.254  0.07
H -2.637 1.674 1.781  0.05
H -3.286 2.195 0.090  0.07
H -3.832 0.510 0.815  0.07
C -1.935 2.184 -7.924  -0.11
O -0.659 2.729 -7.614  -0.20
C -0.634 4.163 -7.631  -0.20
C -0.499 4.725 -6.208  -0.20
N -1.728 4.523 -5.432  -0.05
C -1.570 4.783 -3.997  -0.19
C -0.564 3.911 -3.221  -0.23
O -0.952 2.541 -3.097  -0.23
C -0.628 1.733 -4.221  -0.09
H -1.815 1.109 -8.081  0.09
H -2.631 2.328 -7.095  0.07
H -2.345 2.625 -8.838  0.09
H -1.503 4.586 -8.154  0.12
H 0.258 4.448 -8.199  0.12
H -0.283 5.799 -6.264  0.13
H 0.353 4.230 -5.738  0.10
H -2.037 3.562 -5.549  0.07
H -2.561 4.637 -3.547  0.12
H -1.316 5.839 -3.856  0.12
H -0.528 4.298 -2.196  0.10
H 0.459 3.995 -3.604  0.11
H 0.299 2.046 -4.709  0.09
H -1.456 1.730 -4.928  0.07
H -0.500 0.704 -3.873  0.08
C 2.225 -3.835 7.215  -0.11
O 2.133 -4.961 6.350  -0.20
C 0.998 -5.795 6.623  -0.20
C -0.053 -5.671 5.510  -0.20
N -0.714 -4.360 5.539  -0.05
C -1.519 -4.079 4.346  -0.19
C -0.789 -4.028 2.989  -0.21
O 0.106 -2.924 2.847  -0.24
C 1.393 -3.132 3.415  -0.08
H 3.207 -3.376 7.069  0.09
H 1.465 -3.091 6.968  0.07
H 2.132 -4.131 8.265  0.09
H 0.566 -5.595 7.613  0.12
H 1.370 -6.826 6.631  0.12
H -0.807 -6.456 5.638  0.13
H 0.456 -5.837 4.558  0.10
H -0.007 -3.636 5.625  0.06
H -1.985 -3.099 4.515  0.12
H -2.335 -4.807 4.290  0.12
H -1.556 -3.884 2.219  0.11
H -0.291 -4.971 2.738  0.12
H 1.719 -4.174 3.345  0.10
H 1.403 -2.793 4.449  0.07
H 2.109 -2.513 2.867  0.09



ORCA calculation (the ωB97M-V functional and the def2-TZVPD basis) on a molecular structure, C18H40OsP2Si.

Energy above the lowest of the compared OMol25 structures with the same formula, charge and spin in kJ/mol: 0.0
Spin multiplicity: 5
Net charge: +2

Last column: Mulliken spin population.
Geometry (Å):
P -1.465 -2.318 -1.025  0.02
P -0.209 2.619 -0.863  0.71
C -2.066 -1.539 -2.678  -0.03
C -1.373 -0.532 -3.621  0.44
H -2.952 -1.010 -2.273  0.03
H -2.440 -2.371 -3.292  0.00
H -2.064 -0.412 -4.474  0.04
H -1.318 0.445 -3.117  -0.02
C -1.917 3.157 -1.302  0.02
H -2.347 3.936 -0.653  0.03
H -2.552 2.264 -1.265  0.00
H -1.888 3.520 -2.341  0.00
C 0.702 4.109 -1.430  0.02
H 0.392 4.308 -2.469  0.01
H 1.772 3.869 -1.428  0.00
H 0.529 5.004 -0.817  0.04
C -2.681 -3.699 -0.985  0.00
H -2.363 -4.409 -0.211  0.00
H -2.729 -4.193 -1.965  0.00
H -3.657 -3.277 -0.714  0.00
C -0.042 -3.238 -1.772  0.00
H 0.448 -2.537 -2.464  0.00
H -0.370 -4.142 -2.309  0.00
H 0.663 -3.526 -0.981  0.00
Os 0.431 -0.364 -4.825  1.58
C 1.035 1.439 -5.485  0.09
C -0.298 1.126 -5.920  0.03
C -0.595 0.683 -7.326  0.00
C -0.021 -0.710 -7.669  0.03
C 0.564 -1.450 -6.490  0.28
C 1.877 -1.188 -5.957  0.08
C 2.807 -0.136 -6.515  0.02
C 2.291 1.306 -6.315  0.02
C 1.339 0.156 -3.015  0.31
H 1.074 2.245 -4.747  -0.01
H -1.101 1.683 -5.420  0.02
H -0.205 1.421 -8.039  0.02
H -1.689 0.663 -7.432  -0.01
H -0.838 -1.327 -8.066  0.00
H 0.710 -0.632 -8.486  0.02
H 0.213 -2.479 -6.387  -0.01
H 2.380 -2.056 -5.519  0.00
H 3.018 -0.340 -7.576  0.02
H 3.762 -0.249 -5.976  0.00
H 3.060 1.854 -5.762  0.00
H 2.178 1.813 -7.271  0.01
H 1.898 1.104 -3.099  0.01
H 2.032 -0.669 -2.807  -0.01
H 0.594 0.247 -2.206  0.04
C -0.839 0.540 1.712  0.00
Si -0.151 2.270 1.391  0.07
C -1.221 3.610 2.142  0.05
C 1.671 2.220 1.840  0.00
H -1.556 0.219 0.947  0.00
H -1.352 0.512 2.684  0.00
H -0.036 -0.208 1.748  0.00
H -1.272 3.468 3.229  0.01
H -0.831 4.618 1.952  0.00
H -2.244 3.554 1.746  0.00
H 1.986 3.176 2.273  0.00
H 1.847 1.436 2.590  0.00
H 2.305 2.002 0.971  0.00



ORCA calculation (the ωB97M-V functional and the def2-TZVPD basis) on a molecular structure, C25H38CoF3N6O2PS2.

Energy above the lowest of the compared OMol25 structures with the same formula, charge and spin in kJ/mol: 44.7
Spin multiplicity: 2

Last column: Mulliken spin population.
Geometry (Å):
Co -0.805 0.212 -0.020  1.04
C -2.648 -3.581 1.862  0.00
N -3.413 -2.345 1.960  0.00
C -4.870 -2.369 1.806  0.00
C -5.149 -1.243 0.806  0.00
N -3.939 -0.448 0.921  -0.01
C -3.771 0.767 0.162  0.04
C -2.924 -1.191 1.412  -0.01
N -1.677 -0.806 1.401  -0.03
C -0.716 -1.338 2.358  -0.01
C 0.247 -0.197 2.653  0.02
N 0.705 0.289 1.350  -0.01
C 1.919 0.754 1.222  -0.01
N 2.634 0.676 0.085  0.00
C 2.343 -0.200 -1.028  -0.01
C 3.890 1.397 0.178  0.00
C 3.958 1.792 1.660  0.00
N 2.660 1.377 2.189  0.00
C 2.052 2.120 3.276  0.00
H -3.278 -4.356 1.424  0.00
H -2.296 -3.923 2.837  0.00
H -1.802 -3.437 1.194  0.00
H -5.359 -2.183 2.765  0.00
H -5.193 -3.339 1.434  0.00
H -6.021 -0.650 1.080  0.00
H -5.264 -1.613 -0.217  0.00
H -3.542 0.562 -0.889  -0.01
H -2.974 1.369 0.604  -0.01
H -4.693 1.345 0.215  0.00
H -0.152 -2.170 1.926  0.00
H -1.207 -1.675 3.275  0.00
H 1.082 -0.551 3.266  0.00
H -0.290 0.572 3.219  0.00
H 1.629 -0.957 -0.712  0.01
H 3.269 -0.691 -1.338  0.00
H 1.918 0.338 -1.876  0.00
H 3.896 2.265 -0.484  0.00
H 4.715 0.741 -0.109  0.00
H 4.083 2.869 1.780  0.00
H 4.774 1.291 2.184  0.00
H 2.578 3.068 3.394  0.00
H 2.098 1.581 4.224  0.00
H 1.011 2.337 3.046  0.00
C -0.483 -2.968 -4.595  0.00
C -0.823 -1.579 -4.104  0.00
O -0.301 -1.347 -2.789  0.00
P -1.137 -1.484 -1.404  0.00
S -2.226 1.563 -3.438  0.00
S -2.917 -2.280 -1.741  0.00
O -0.184 -2.565 -0.610  0.00
C 0.010 -3.885 -1.122  0.00
C 0.792 -4.675 -0.098  0.00
H -0.807 -3.081 -5.631  0.00
H -0.993 -3.721 -3.993  0.00
H 0.594 -3.144 -4.551  0.00
H -1.902 -1.426 -4.095  0.00
H -0.374 -0.812 -4.736  0.00
H 0.556 -3.824 -2.067  0.00
H -0.965 -4.339 -1.320  0.00
H 1.754 -4.201 0.102  0.00
H 0.975 -5.687 -0.463  0.00
H 0.242 -4.746 0.843  0.00
F 3.044 6.766 0.743  0.00
C 3.501 5.808 -0.083  0.00
F 4.018 6.419 -1.160  0.00
F 4.547 5.225 0.565  0.00
C 2.450 4.805 -0.433  0.00
C 1.550 4.392 0.544  0.00
C 0.630 3.401 0.260  0.00
C 0.586 2.791 -0.998  0.02
C 1.479 3.243 -1.976  0.00
C 2.402 4.238 -1.699  0.00
C -0.349 1.698 -1.282  -0.05
C -1.165 1.651 -2.273  0.04
H 1.566 4.859 1.521  0.00
H -0.077 3.085 1.018  -0.01
H 1.445 2.795 -2.961  0.00
H 3.088 4.570 -2.467  0.00



ORCA calculation (the ωB97M-V functional and the def2-TZVPD basis) on 2 unconnected molecules or ions with the total composition C3H3F.

Energy above the lowest of the compared OMol25 structures with the same formula, charge and spin in kJ/mol: 525.0
Spin multiplicity: 1

Last column: natural (NBO) charge in e.
Geometry (Å):
C -0.325 -0.486 -0.094  0.25
C 0.934 -0.225 -0.329  -0.80
C -2.957 -0.432 0.567  0.27
F -3.269 0.403 -0.418  -0.36
H 1.780 -0.512 0.280  0.29
H -2.964 -1.524 -0.017  0.04
H 0.951 0.164 -1.433  0.31



ORCA calculation (the ωB97M-V functional and the def2-TZVPD basis) on 8 unconnected molecules or ions with the total composition C13H40ClO11.

Energy above the lowest of the compared OMol25 structures with the same formula, charge and spin in kJ/mol: 319.2
Spin multiplicity: 1
Net charge: -1

Last column: natural (NBO) charge in e.
Geometry (Å):
Cl -15.899 22.479 5.442  2.56
O -16.808 22.608 6.585  -0.88
O -15.913 21.176 4.850  -0.89
O -16.289 23.453 4.492  -0.88
O -14.540 22.682 5.881  -0.90
C -12.609 18.877 8.170  -0.64
C -12.231 19.940 9.266  0.10
C -10.925 20.732 9.105  -0.64
O -13.244 20.898 9.475  -0.70
H -11.763 18.289 7.813  0.20
H -13.003 19.440 7.324  0.21
H -13.405 18.198 8.476  0.22
H -12.124 19.338 10.168  0.15
H -10.071 20.076 9.280  0.19
H -10.858 21.654 9.682  0.23
H -10.734 20.989 8.063  0.20
H -13.372 21.147 8.557  0.47
C -18.295 29.664 1.944  -0.62
C -18.396 28.232 2.360  0.09
C -18.795 27.215 1.354  -0.64
O -17.160 27.836 2.994  -0.73
H -17.583 29.891 1.151  0.21
H -18.097 30.381 2.741  0.22
H -19.318 29.963 1.716  0.20
H -19.065 28.197 3.219  0.16
H -19.649 27.349 0.690  0.21
H -19.071 26.300 1.878  0.22
H -17.934 26.987 0.725  0.21
H -17.177 26.896 3.191  0.48
C -13.378 16.028 2.827  -0.63
C -14.706 16.642 2.382  0.09
C -14.491 17.705 1.328  -0.64
O -15.591 15.685 1.735  -0.74
H -13.601 15.210 3.513  0.21
H -12.639 16.695 3.272  0.22
H -12.875 15.536 1.994  0.20
H -15.222 17.102 3.225  0.17
H -14.251 18.681 1.749  0.22
H -15.241 17.810 0.543  0.21
H -13.690 17.401 0.654  0.20
H -16.306 16.163 1.310  0.47
C -19.296 18.387 8.360  -0.25
O -20.032 19.573 8.010  -0.74
H -19.913 17.549 8.684  0.17
H -18.640 18.071 7.549  0.17
H -18.651 18.682 9.187  0.16
H -19.430 20.321 7.995  0.48
C -21.749 24.952 7.584  -0.24
O -21.262 26.208 7.835  -0.71
H -22.180 24.494 8.474  0.15
H -22.555 25.235 6.908  0.15
H -20.990 24.361 7.071  0.20
H -22.044 26.762 7.898  0.45
C -20.416 21.290 2.810  -0.25
O -20.006 19.957 3.151  -0.73
H -19.750 21.937 2.239  0.17
H -21.275 21.120 2.161  0.17
H -20.734 21.718 3.761  0.17
H -19.236 20.036 3.719  0.47
C -10.446 25.299 4.554  -0.25
O -10.607 25.320 5.921  -0.72
H -10.473 26.332 4.208  0.15
H -9.385 25.062 4.473  0.16
H -11.123 24.717 3.929  0.18
H -11.533 25.093 6.037  0.47



ORCA calculation (the ωB97M-V functional and the def2-TZVPD basis) on a molecular structure, C34H53BBeBr5F4MgO12PS2.

DFT total energy in hartree: -16876.4269
Spin multiplicity: 1

Last column: Löwdin charge in e.
Geometry (Å):
C 2.270 -4.298 0.591  -0.11
O 0.981 -4.569 -0.020  -0.21
C -0.044 -4.887 0.946  -0.22
C -1.153 -3.689 0.953  -0.27
C -0.545 -2.261 1.375  -0.25
P 0.487 -2.414 2.994  0.82
O -0.013 -3.537 3.924  -0.48
C -1.613 -1.080 1.567  -0.41
C -0.877 0.352 1.728  -0.07
C -0.636 1.147 0.363  -0.33
C 0.399 0.419 -0.650  -0.02
O 0.049 2.397 0.743  -0.28
C -2.695 -0.923 0.410  -0.10
C -2.555 -1.321 -1.079  -0.17
C -3.710 -1.104 -2.145  -0.15
C -5.068 -0.462 -1.718  -0.05
C -5.203 -0.014 -0.222  -0.10
C -4.054 -0.233 0.814  -0.02
O -2.357 -1.266 2.821  -0.23
S -3.128 -2.731 2.907  0.74
O -2.975 -3.210 4.339  -0.36
O -4.641 -2.646 2.685  -0.58
C -2.493 -4.055 1.767  -0.71
C -3.673 -4.321 0.670  -0.15
Br -2.381 -5.751 2.824  0.84
H 2.435 -4.844 1.581  0.10
H 3.089 -4.622 -0.145  0.11
H 2.369 -3.154 0.687  0.08
H 0.330 -5.158 1.986  0.10
H -0.600 -5.815 0.535  0.13
H -1.471 -3.610 -0.157  0.07
H 0.245 -2.004 0.568  0.13
H 1.895 -2.615 2.701  0.03
H 0.443 -1.191 3.770  0.04
H 0.120 0.304 2.278  0.11
H -1.585 0.999 2.377  0.15
H -1.595 1.504 -0.162  0.16
H 1.172 -0.191 -0.051  0.09
H 1.006 1.277 -1.129  0.08
H -0.112 -0.174 -1.478  0.08
H 0.836 2.168 1.286  0.06
H -1.585 -1.796 -1.443  -0.05
H -3.547 -1.454 -3.227  0.01
H -5.942 -0.316 -2.445  0.10
H -6.193 0.475 0.075  0.07
H -4.266 0.115 1.888  0.11
H -3.238 -4.881 -0.227  0.08
H -4.550 -4.900 1.109  0.07
H -4.061 -3.314 0.251  0.07
C 0.581 5.669 0.265  -0.29
C 1.875 5.227 -0.372  -0.52
O 2.020 4.099 -0.787  0.11
C 2.979 6.244 -0.472  -0.12
H -0.124 4.833 0.264  0.01
H 0.765 5.986 1.316  -0.10
H 0.141 6.492 -0.310  0.13
H 3.269 6.583 0.543  -0.17
H 2.651 7.093 -1.076  0.07
H 3.848 5.788 -0.950  0.07
Mg -6.766 -2.322 1.741  0.84
C 1.253 2.672 -3.912  -0.02
C 2.472 1.725 -3.928  -0.53
C 2.867 1.436 -5.394  -0.05
O 2.115 0.583 -3.374  0.09
H 0.385 2.245 -4.427  0.09
H 0.952 2.913 -2.888  0.06
H 1.499 3.614 -4.412  0.08
H 3.306 2.298 -3.498  0.18
H 2.057 0.965 -5.960  0.07
H 3.740 0.780 -5.449  0.08
H 3.125 2.368 -5.908  0.08
Br -2.236 -3.279 -2.731  0.31
Be 3.723 6.296 1.978  0.55
C 3.259 -2.791 -8.241  0.02
C 4.256 -3.674 -8.173  0.02
C 5.035 -3.858 -6.930  -0.39
O 5.946 -4.662 -6.869  0.10
C 4.665 -3.026 -5.765  0.03
C 3.668 -2.143 -5.832  0.03
C 2.890 -1.959 -7.076  -0.38
O 1.978 -1.154 -7.137  0.09
H 2.679 -2.642 -9.143  0.12
H 4.539 -4.291 -9.017  0.12
H 5.245 -3.174 -4.862  0.13
H 3.385 -1.525 -4.988  0.11
C -4.587 -3.091 7.799  -0.22
C -5.270 -1.723 7.784  -0.22
C -5.111 -1.115 9.179  -0.23
S -3.608 -1.809 9.858  0.67
O -3.954 -2.634 10.993  -0.32
O -2.599 -0.777 9.935  -0.33
C -3.240 -2.874 8.475  -0.23
H -4.469 -3.497 6.791  0.11
H -5.189 -3.798 8.380  0.12
H -4.781 -1.080 7.044  0.12
H -6.324 -1.799 7.505  0.11
H -5.022 -0.029 9.138  0.10
H -5.938 -1.395 9.834  0.10
H -2.783 -3.798 8.828  0.11
H -2.551 -2.341 7.817  0.11
Br 4.059 7.009 -3.598  0.68
C 2.965 8.473 -4.277  -0.68
C 3.735 9.770 -4.290  -0.69
Br 3.877 10.524 -2.498  0.60
H 2.066 8.511 -3.663  0.05
H 2.695 8.177 -5.293  0.06
H 3.205 10.524 -4.875  0.06
H 4.750 9.666 -4.673  0.05
B 4.815 0.563 -0.772  -1.14
F 4.898 -0.591 -1.618  0.05
F 6.093 0.814 -0.176  0.05
F 4.419 1.701 -1.552  0.05
F 3.840 0.331 0.262  0.03
Br 0.396 4.528 2.218  0.71



Short version: max |F| = 3.740; 2.297; 0.812; 8.652; 5.630; 0.058; 2.337; 2.815; 7.689 eV/Å, in the order given.